96
Properties=species:S:1:pos:R:3:forces:R:3 method="wB97M-V/def2-TZVPD" total_energy_ev=-128047.2551 s_squared=3.844 multiplicity=4 total_charge=+1 relative_energy_kcal_mol=0.00 lumo_ev="-3.3 / -2.7" gap_ev="7.40 / 8.02"
Cr 0.639688 0.605881 0.241181 0.08 0.19 0.13
C 0.820985 0.514021 3.555640 -1.52 -0.45 -0.07
O 1.361894 1.064792 2.373695 0.21 0.29 -0.64
C 2.790579 1.051830 2.485103 0.53 0.50 -0.47
C 3.318478 1.531399 1.154262 0.48 -0.31 -0.61
O 2.755773 0.676342 0.145535 -0.94 0.71 0.28
C 3.502439 -0.496585 -0.095060 0.37 -0.27 -0.98
H 1.008484 1.192563 4.369629 0.05 0.18 0.49
H 1.249640 -0.467910 3.712258 0.12 -0.15 0.32
H -0.273471 0.372623 3.407492 0.81 0.21 0.18
H 3.123790 0.036968 2.733530 -0.04 0.12 -0.05
H 3.122677 1.760344 3.247706 -0.17 -0.14 0.25
H 4.421626 1.465355 1.013380 -0.67 0.22 0.58
H 2.958198 2.540794 0.920286 0.19 -0.25 0.16
H 4.379285 -0.172941 -0.666694 0.14 -0.37 0.23
H 2.870169 -1.104593 -0.737530 0.16 -0.31 0.02
H 3.759503 -1.045664 0.811088 -0.03 0.06 0.00
C 1.447750 4.896116 -5.153843 0.11 -0.14 -0.73
Si 1.165876 4.587028 -3.346969 -0.02 0.04 -0.48
C -0.402903 5.461007 -2.916832 -0.17 0.46 0.14
C 2.616413 5.050907 -2.317283 -0.27 0.96 0.19
C 0.967847 2.729040 -3.140938 -0.53 -0.27 -0.73
C 0.839725 1.904209 -4.261054 0.21 -0.31 0.34
C 0.658534 0.524267 -4.137152 0.53 -0.21 0.22
C 0.628865 -0.031232 -2.872015 -0.47 -0.31 -0.09
N 0.628933 0.764582 -1.792492 0.35 -0.05 0.36
C 0.798779 2.101712 -1.915248 -0.31 -0.28 0.07
S 0.635483 2.921337 -0.387197 0.05 -0.38 0.36
H 1.541523 5.957325 -5.391185 0.26 0.09 0.27
H 0.584384 4.601866 -5.774358 0.29 -0.25 0.25
H 2.355298 4.382581 -5.514660 -0.34 0.20 -0.05
H -0.323462 6.558274 -3.004481 0.12 -0.39 0.11
H -0.694509 5.208837 -1.902351 -0.25 0.09 0.20
H -1.191011 5.158030 -3.606100 -0.10 -0.12 0.03
H 2.949287 6.048025 -2.608122 0.21 0.02 -0.07
H 3.426989 4.355122 -2.410468 0.50 -0.36 -0.07
H 2.325803 5.131192 -1.275933 0.02 -0.12 0.26
H 0.924953 2.338963 -5.243891 -0.05 0.03 -0.18
H 0.667799 -0.153273 -4.982069 -0.17 0.22 -0.07
H 0.551533 -1.119967 -2.702530 0.05 0.76 0.01
S 0.928580 -3.315648 -1.684538 0.20 0.24 0.16
P 0.949809 -3.357238 0.281808 -0.71 -0.22 -0.48
S 0.656252 -1.574760 1.338529 0.42 -0.38 -0.45
C -0.442959 -4.418331 0.865924 0.41 -0.28 -0.90
C -0.915463 -4.324639 2.156090 -0.81 -0.31 0.22
C -2.048301 -5.051188 2.533112 0.91 0.61 0.44
C -2.595540 -5.942589 1.643881 -0.60 -0.70 0.22
C -2.077305 -6.151081 0.387108 1.03 1.15 -0.73
C -1.025503 -5.326618 -0.042235 -0.04 0.02 0.71
C 2.475633 -4.116764 0.894504 0.73 -0.20 0.30
C 2.728296 -4.164097 2.271227 -0.27 0.05 -0.93
C 3.836477 -4.785812 2.793026 0.52 -0.29 0.12
C 4.765538 -5.360610 1.912533 -0.06 -0.22 0.27
C 4.542632 -5.308476 0.543781 0.60 -0.10 -0.39
C 3.407476 -4.697320 0.031542 -0.77 0.30 -0.99
H -0.450728 -3.674576 2.869069 0.15 0.35 0.24
H -2.420590 -4.916361 3.547279 -0.13 -0.20 -0.28
H -3.436055 -6.542078 1.928910 -0.40 -0.17 0.28
H -2.499411 -6.875371 -0.289191 -0.12 -0.10 -0.04
H -0.646724 -5.350174 -1.054868 -0.03 -0.17 0.00
H 2.000389 -3.698166 2.881210 -0.48 0.34 0.93
H 3.958487 -4.823607 3.880149 0.12 -0.05 -0.46
H 5.645072 -5.897727 2.278664 -0.30 0.33 0.01
H 5.290195 -5.725662 -0.152551 -0.53 0.15 0.47
H 3.194821 -4.663937 -1.062484 0.35 -0.07 0.98
C -4.366562 1.808459 -0.456462 0.12 -0.07 -0.02
C -2.985409 1.322293 -0.942604 -0.44 -0.60 -0.28
C -2.467046 2.190807 -2.093129 -0.16 0.36 0.36
P -1.867622 0.846416 0.450311 0.74 0.14 0.09
C -2.557289 -0.792542 0.945154 -0.09 -0.53 0.11
C -2.353715 -1.769171 -0.256851 0.01 0.42 0.89
C -4.005755 -0.937495 1.411636 -0.56 0.39 -0.63
C -1.867090 2.083831 1.868463 -0.71 0.02 -0.35
C -2.352864 3.500088 1.491392 -0.45 -0.47 0.64
C -2.657368 1.579093 3.067655 0.20 0.08 0.35
H -5.132460 1.504894 -1.172012 0.04 0.10 -0.04
H -4.369414 2.881671 -0.373857 -0.08 0.46 -0.14
H -4.675516 1.432859 0.514395 0.11 -0.21 0.07
H -3.170717 0.325284 -1.381839 0.23 0.29 0.16
H -2.257187 3.214042 -1.756930 0.06 -0.19 -0.05
H -3.264933 2.266391 -2.845875 0.25 -0.10 0.11
H -1.568398 1.781699 -2.553006 -0.19 0.01 -0.04
H -1.949273 -1.141476 1.784426 0.32 0.15 -0.27
H -3.151823 -1.639287 -0.974368 -0.23 -0.02 -0.22
H -2.399878 -2.789780 0.117853 0.02 -0.05 -0.05
H -1.406151 -1.626102 -0.761136 0.24 -0.07 -0.11
H -4.630985 -0.939722 0.501417 -0.16 0.14 0.61
H -4.367643 -0.196157 2.134919 0.16 -0.12 -0.37
H -4.131614 -1.906013 1.885217 0.07 -0.26 -0.01
H -0.816175 2.164230 2.164152 -0.06 -0.02 -0.19
H -3.449689 3.558864 1.423427 0.42 -0.17 -0.10
H -1.904133 3.862888 0.592775 0.24 0.24 -0.67
H -2.078238 4.177256 2.294649 0.15 0.13 0.16
H -3.730001 1.721585 2.919951 0.10 -0.02 0.10
H -2.334629 2.147324 3.945205 -0.25 0.03 0.01
H -2.465080 0.529390 3.288235 -0.10 -0.03 0.01